The following is a DFT calculation (ωB97M-V with the def2-TZVPD basis set) of a molecular structure, C15H24CoN6O6 at a distorted geometry.

Geometry as ORCA input:
```
! wB97M-V def2-TZVPD RIJCOSX def2/J DEFGRID3
* xyz 0 4
O -1.086 -0.906 -3.439
H -0.631 -0.738 -4.289
Co 0.688 0.145 0.003
N 2.057 -1.003 -0.432
N -0.260 -1.578 -0.142
N 1.397 1.808 0.281
N -0.821 1.081 0.548
O 3.265 -0.537 -0.403
O 2.668 2.086 -0.116
O -1.967 0.550 0.962
O -1.533 -1.755 0.125
C 0.432 -2.665 -0.533
C 1.759 -2.285 -0.852
C 0.556 2.891 0.405
C -0.738 2.418 0.749
C 2.711 -3.142 -1.590
H 2.398 -3.218 -2.639
H 2.740 -4.173 -1.222
H 3.729 -2.750 -1.593
C -0.165 -4.012 -0.478
H -1.144 -4.025 -0.969
H -0.326 -4.324 0.565
H 0.475 -4.763 -0.942
C 1.008 4.322 0.342
C -1.742 3.202 1.492
H 1.670 4.530 -0.518
H 1.572 4.618 1.247
H 0.166 5.038 0.261
H -2.725 2.719 1.497
H -1.879 4.214 1.118
H -1.474 3.310 2.559
H 3.058 1.152 -0.254
H -1.915 -0.470 0.616
C -3.037 -0.280 -2.521
H -3.061 -1.302 -2.896
H -2.686 0.658 -2.892
H -3.501 -0.183 -1.534
O 0.101 0.584 -1.671
H -0.544 -0.364 -2.768
H -0.618 1.190 -1.496
N -0.037 0.017 7.568
C 0.057 -0.087 6.409
C 0.209 -0.193 4.985
C -0.162 -1.345 4.282
C 0.030 -1.403 2.896
N 0.567 -0.382 2.211
C 1.005 0.681 2.906
C 0.792 0.849 4.265
H -0.614 -2.199 4.793
H -0.287 -2.289 2.338
H 1.495 1.457 2.322
H 1.095 1.787 4.728
*
```

Output
Total energy ... -2748.35068 Ha
E_LUMO (alpha / beta) ... -0.75 / -1.99 eV
HOMO level (alpha / beta) ... -0.25294 / -0.30952 Eh
Expectation value of S² ... 3.856


The following is a DFT calculation (ωB97M-V with the def2-TZVPD basis set) of a molecular structure, C15H24F6O9Ti at a distorted geometry.

Geometry as ORCA input:
```
! wB97M-V def2-TZVPD RIJCOSX def2/J DEFGRID3
* xyz -1 4
Ti -0.723 -0.839 0.486
C -1.167 -2.797 3.143
O 0.148 -2.742 2.479
O -1.970 -1.782 2.546
C -1.698 -4.233 2.956
F -2.518 -4.713 3.872
F -2.323 -4.448 1.760
F -0.702 -5.107 2.945
C 1.352 -2.382 3.229
C 2.555 -3.035 2.559
H 3.388 -3.309 3.207
H 2.262 -3.965 2.072
H 3.008 -2.406 1.793
H 1.327 -2.702 4.271
H 1.365 -1.313 3.442
H -1.047 -2.691 4.221
C 1.239 -0.998 -2.413
O 2.045 -0.412 -1.339
O 0.186 -1.656 -1.696
C 0.822 0.081 -3.635
F 0.075 1.026 -3.083
F 1.897 0.661 -4.255
F 0.160 -0.602 -4.593
C 3.463 -0.679 -1.142
C 4.067 0.408 -0.240
H 3.422 0.455 0.638
H 5.058 0.235 0.181
H 4.047 1.349 -0.789
H 4.072 -0.745 -2.043
H 3.515 -1.681 -0.717
H 1.783 -1.821 -2.876
O 0.017 1.290 0.951
C 0.130 2.411 0.624
O -0.835 3.394 0.684
C -1.953 3.351 1.555
C -1.503 3.510 2.980
C 1.282 2.645 -0.347
H -2.331 2.354 1.333
H -2.665 4.158 1.382
H -2.391 3.673 3.591
H -0.892 4.407 3.085
H -0.868 2.701 3.341
H 2.245 2.889 0.100
H 0.839 3.478 -0.892
H 1.291 1.804 -1.041
C -2.850 0.649 -4.267
C -3.590 1.894 -3.794
O -3.172 1.950 -2.495
C -2.989 0.659 -2.114
O -2.834 0.152 -0.951
O -3.016 -0.100 -3.130
H -1.803 0.749 -4.553
H -3.363 0.074 -5.038
H -4.674 1.969 -3.712
H -3.181 2.784 -4.272
*
```

Output
Total energy ... -2711.66094 Ha
E_LUMO (alpha / beta) ... 2.59 / 2.56 eV
HOMO level (alpha / beta) ... -0.01506 / -0.19216 Eh
Expectation value of S² ... 3.759


The following is a DFT calculation (ωB97M-V with the def2-TZVPD basis set) of a molecular structure, C15H24I2N2O3PrRhS3 at a distorted geometry.

Geometry as ORCA input:
```
! wB97M-V def2-TZVPD RIJCOSX def2/J DEFGRID3
* xyz 4 7
I 3.450 -0.185 3.741
I 4.130 -1.710 1.720
Rh 0.738 0.377 -2.219
Pr -0.399 0.239 0.555
S 1.969 1.483 -0.326
S 1.473 -1.395 -0.588
C -1.718 1.375 -1.272
C 2.108 3.300 -0.353
C 1.302 -3.249 -0.648
C 3.006 3.652 -1.538
C 0.749 3.965 -0.485
C 2.791 3.679 0.958
C 2.592 -3.775 -1.264
C 0.114 -3.608 -1.529
C 1.110 -3.746 0.775
C 0.295 1.854 -3.249
C -0.305 -0.722 -3.277
O -2.389 2.026 -1.954
O -0.188 2.726 -3.841
O -0.927 -1.381 -4.005
H 2.533 3.384 -2.493
H 3.959 3.121 -1.447
H 3.197 4.734 -1.534
H 0.253 3.691 -1.423
H 0.906 5.056 -0.484
H 0.101 3.707 0.362
H 2.172 3.403 1.815
H 2.962 4.760 0.978
H 3.754 3.166 1.046
H 2.544 -4.866 -1.342
H 3.450 -3.502 -0.644
H 2.729 -3.359 -2.264
H -0.016 -4.700 -1.507
H 0.284 -3.299 -2.562
H -0.806 -3.144 -1.155
H 1.027 -4.845 0.748
H 0.190 -3.335 1.214
H 1.968 -3.468 1.398
C -3.357 -1.379 3.637
N -3.787 -0.555 2.517
C -4.830 0.353 2.538
C -4.975 0.833 1.273
N -4.011 0.218 0.501
C -3.266 -0.648 1.265
S -2.177 -1.884 0.780
H -3.421 -2.444 3.384
H -2.317 -1.156 3.913
H -4.014 -1.159 4.481
H -5.372 0.560 3.443
H -5.683 1.529 0.864
H -3.895 0.320 -0.500
*
```

Output
Total energy ... -3337.08659 Ha
E_LUMO (alpha / beta) ... -14.22 / -16.30 eV
HOMO level (alpha / beta) ... -0.69821 / -0.72716 Eh
Expectation value of S² ... 12.026


Energy above the lowest of the compared OMol25 structures with the same formula, charge and spin in kcal per mole, matching the order above: 33.33; 25.56; 21.88